[1]
16
Properties=species:S:1:pos:R:3 method="wB97M-V/def2-TZVPD" homo_lumo_gap_ev=8.682 multiplicity=1 total_charge=0 homo_energy_ha=-0.30811
C -1.75 0.64 -0.22
C -0.30 1.06 -0.33
C 0.66 0.79 0.79
C 0.49 -1.58 1.05
C 0.61 -1.44 -0.45
C 0.81 0.08 -0.55
H -2.31 1.37 0.37
H -1.84 -0.34 0.27
H -2.21 0.58 -1.21
H -0.14 2.01 -0.83
H 1.40 1.51 1.13
H 1.53 -1.53 1.44
H 0.22 0.17 1.58
H -0.28 -1.78 -0.98
H 1.50 -1.94 -0.86
H 1.61 0.41 -1.21

[2]
16
Properties=species:S:1:pos:R:3 method="wB97M-V/def2-TZVPD" homo_lumo_gap_ev=10.794 multiplicity=1 total_charge=0 homo_energy_ha=-0.35125
C 1.82 0.57 -0.37
C 0.75 -0.43 0.03
C -0.14 -0.19 1.29
C -1.38 -0.52 0.45
C -1.52 0.51 -0.62
C -0.52 -0.60 -0.80
H 2.74 0.41 0.22
H 2.09 0.45 -1.43
H 1.51 1.61 -0.22
H 1.21 -1.42 0.13
H 0.06 -0.88 2.12
H -0.13 0.84 1.68
H -2.19 -1.18 0.76
H -1.21 1.54 -0.44
H -2.41 0.41 -1.25
H -0.62 -1.29 -1.63